# 1
This record from OMol25 describes a structure of composition C16H41GaNO6. The level of theory is ωB97M-V/def2-TZVPD.

Computed properties:
total charge	-1
2S+1	1
Kohn-Sham gap	4.7	eV
E_LUMO	0.0801	Ha

```
65
Properties=species:S:1:pos:R:3:forces:R:3
C 3.658 1.321 -0.897 0.720 -0.027 2.253
C 3.992 0.556 0.242 0.274 -1.219 -2.347
Ga 2.506 -0.695 0.998 0.793 -0.944 -0.394
C 3.538 -2.242 1.942 -0.820 0.370 0.011
N 3.998 -3.254 0.950 1.242 0.099 0.640
C 5.480 -3.218 0.882 -0.207 -0.432 -0.473
H 3.379 2.389 -0.746 1.677 -0.020 -0.937
H 3.683 0.845 -1.888 -2.000 0.007 0.448
H 4.964 0.575 0.780 -1.264 1.872 1.121
H 1.645 0.191 2.029 0.117 0.183 -0.008
H 1.595 -1.217 -0.223 -0.027 -0.071 0.009
H 2.939 -2.747 2.732 0.375 0.214 -0.287
H 4.400 -1.738 2.441 -0.397 -0.385 -0.292
H 3.694 -3.001 0.014 -0.209 0.125 0.236
H 5.868 -4.133 0.373 -0.201 0.636 0.070
H 5.937 -3.220 1.891 -0.404 0.131 -0.454
H 5.782 -2.304 0.322 0.332 -0.461 0.427
C -4.552 -0.430 -1.914 -0.023 0.099 0.068
O -4.408 0.230 -0.667 0.013 -0.215 -0.143
C -3.935 -0.640 0.358 0.060 0.467 0.173
C -2.455 -0.431 0.627 0.110 -0.517 -0.111
O -1.667 -0.846 -0.475 -0.339 0.280 -0.131
C -1.206 0.249 -1.251 0.163 -0.028 0.064
H -4.711 0.328 -2.680 -0.052 0.027 0.061
H -3.659 -1.005 -2.171 -0.003 -0.015 0.038
H -5.424 -1.091 -1.888 0.017 -0.068 -0.104
H -4.140 -1.685 0.105 0.070 -0.001 -0.050
H -4.497 -0.396 1.265 -0.003 -0.030 0.037
H -2.163 -1.051 1.480 -0.012 0.042 0.062
H -2.250 0.612 0.884 -0.061 0.016 -0.015
H -0.417 0.781 -0.711 0.034 0.019 -0.062
H -2.018 0.941 -1.496 -0.041 -0.007 0.026
H -0.789 -0.142 -2.178 0.052 -0.092 0.090
C 6.054 0.462 4.340 -0.116 -0.064 -0.136
O 6.600 0.646 3.043 0.217 0.034 0.390
C 7.496 1.743 2.985 -0.091 -0.311 -0.456
C 8.940 1.274 2.992 -0.011 0.357 0.333
O 9.291 0.689 4.241 -0.048 -0.205 -0.130
C 9.310 -0.728 4.188 0.018 0.077 0.066
H 5.547 -0.502 4.361 -0.029 0.041 -0.131
H 6.830 0.467 5.110 0.015 0.045 -0.006
H 5.320 1.247 4.549 -0.006 -0.011 0.092
H 7.309 2.445 3.804 0.077 -0.025 0.047
H 7.300 2.265 2.043 0.021 0.050 -0.012
H 9.593 2.142 2.851 0.005 0.013 -0.041
H 9.123 0.577 2.170 -0.087 -0.027 0.010
H 10.186 -1.071 3.628 -0.033 -0.094 -0.042
H 8.402 -1.127 3.730 0.014 0.006 -0.032
H 9.379 -1.102 5.210 0.033 0.072 0.008
C -10.628 0.924 -5.011 -0.047 0.120 0.056
O -10.481 1.574 -3.759 0.092 -0.230 -0.144
C -10.002 0.699 -2.743 0.016 0.462 0.141
C -8.522 0.914 -2.478 0.020 -0.501 -0.041
O -7.734 0.511 -3.590 -0.146 0.268 -0.092
C -7.283 1.612 -4.362 0.095 -0.117 0.019
H -10.792 1.689 -5.769 -0.030 0.030 0.066
H -9.735 0.353 -5.277 -0.015 -0.028 0.020
H -11.498 0.259 -4.988 0.032 -0.078 -0.073
H -10.202 -0.345 -3.002 0.074 -0.002 -0.037
H -10.560 0.934 -1.832 0.010 -0.035 0.038
H -8.223 0.289 -1.631 -0.009 0.037 0.048
H -8.322 1.956 -2.215 -0.058 0.015 -0.034
H -6.494 2.148 -3.825 -0.015 0.094 -0.038
H -8.098 2.300 -4.600 -0.002 0.017 0.028
H -6.870 1.224 -5.293 0.015 -0.064 0.054
```
Positions in Å, forces in eV/Å.

***

# 2
This record from OMol25 describes a structure of composition C18H27ClN2SZr. The level of theory is ωB97M-V/def2-TZVPD.

Computed properties:
total charge	-2
2S+1	1
Kohn-Sham gap (alpha / beta)	2.2 / 2.2	eV
E_LUMO (alpha / beta)	0.1757 / 0.1757	Ha

```
50
Properties=species:S:1:pos:R:3:forces:R:3
Zr 0.350 0.448 0.080 -0.142 -1.285 -0.026
Cl -1.661 1.479 1.016 -0.849 0.273 0.267
C 1.450 -1.240 -1.316 -1.408 1.962 1.336
C 1.434 -1.285 -2.704 0.889 -1.272 -0.339
C 2.185 -2.264 -3.376 -0.353 0.607 0.206
C 2.992 -3.141 -2.658 -0.011 -0.033 -0.042
C 3.033 -3.056 -1.267 -0.207 0.180 0.249
C 2.244 -2.109 -0.595 1.094 -1.171 -0.242
H 0.833 -0.595 -3.283 -0.052 0.055 -0.106
H 2.143 -2.317 -4.465 0.119 -0.059 0.063
H 3.675 -3.743 -0.704 -0.112 0.144 -0.156
H 2.272 -2.035 0.499 0.027 -0.131 -0.494
C 3.815 -4.158 -3.393 -0.026 -0.138 -0.098
H 4.542 -4.617 -2.718 0.022 -0.037 -0.133
H 4.342 -3.695 -4.235 0.034 -0.120 0.086
H 3.172 -4.946 -3.801 0.153 -0.047 -0.009
C -1.348 2.358 -3.368 -0.399 0.354 -0.668
N -0.423 1.917 -2.462 -0.257 -0.238 -0.037
H -3.133 1.311 -4.119 -0.167 0.095 -0.183
N -1.912 0.380 -2.623 0.357 0.256 -0.077
H -1.244 3.308 -3.873 -0.135 -0.252 0.000
C 0.661 2.789 -1.962 -0.174 -0.224 0.066
C 1.213 3.581 -3.137 0.516 0.114 -0.039
C 0.101 3.758 -0.930 -0.113 0.354 0.185
H 0.488 4.304 -3.523 0.057 0.009 -0.010
H 2.078 4.141 -2.768 -0.123 0.004 -0.215
H 1.541 2.917 -3.942 -0.033 0.085 0.072
H 2.699 2.549 -1.407 -0.399 -0.182 0.398
H 2.014 1.042 -1.861 -0.219 -0.111 0.043
H -0.359 3.242 -0.075 0.289 0.160 -0.205
C 1.771 1.959 -1.313 1.283 0.650 -1.229
H -0.677 4.391 -1.372 0.118 0.044 -0.018
H 0.930 4.386 -0.576 -0.295 -0.048 0.015
H 1.714 1.863 -0.173 0.154 0.403 -0.193
C -2.273 1.383 -3.493 0.038 0.385 0.027
C -3.694 -0.367 -1.116 -0.008 0.140 0.109
H -4.363 0.438 -1.443 -0.035 -0.085 0.135
H -4.286 -1.246 -0.827 0.058 0.225 -0.033
C -2.769 -0.754 -2.266 0.034 -0.435 0.242
H -2.497 -2.819 -1.747 0.071 0.186 -0.014
C -3.641 -1.154 -3.445 -0.099 -0.264 -0.260
H -3.051 -1.380 -4.342 -0.114 0.068 0.150
H -3.118 -0.009 -0.256 -0.165 -0.151 -0.174
H -1.408 -1.744 -0.866 0.028 0.101 -0.278
H -4.379 -0.372 -3.668 0.076 -0.188 -0.093
H -4.189 -2.061 -3.148 0.101 0.285 -0.193
C -1.881 -1.912 -1.844 -0.058 -0.665 0.002
H -1.091 -2.111 -2.577 -0.131 0.077 0.175
C -0.772 0.698 -1.974 -0.445 0.525 0.074
S 1.326 -0.046 2.012 1.013 -0.604 1.662
```
Positions in Å, forces in eV/Å.